The following is a DFT calculation (ωB97M-V/def2-TZVPD) of C57H61As3PPdSb as an isolated structure in a non-equilibrium geometry.

Structure (XYZ):
```
124
Properties=species:S:1:pos:R:3:forces:R:3
Pd -0.595 0.181 0.161 1.1 -0.3 0.1
C -0.162 -2.614 3.193 0.1 0.0 0.0
As -1.381 -1.629 2.029 -0.1 -0.1 0.2
C -2.819 -1.423 3.336 0.0 0.0 -0.1
C -2.065 -3.102 0.942 0.0 0.1 -0.3
C -2.779 -4.151 1.514 -0.1 0.0 0.1
C -3.311 -5.161 0.727 0.0 0.0 0.0
C -3.136 -5.138 -0.649 0.0 0.0 0.0
C -2.405 -4.114 -1.233 0.0 0.0 0.0
C -1.870 -3.099 -0.445 0.1 0.0 0.1
As -0.708 -1.786 -1.267 0.1 0.0 0.1
C -1.406 -1.444 -3.041 0.1 -0.1 0.0
C 0.899 -2.808 -1.638 -0.1 0.0 0.0
H -0.659 -3.494 3.601 -0.1 0.1 0.0
H 0.170 -1.976 4.012 0.0 0.0 0.0
H 0.702 -2.942 2.624 0.0 -0.1 0.1
H -3.051 -2.375 3.810 0.1 0.0 0.0
H -3.713 -1.032 2.858 0.0 0.0 0.0
H -2.490 -0.727 4.109 0.0 0.0 0.0
H -2.937 -4.190 2.585 0.0 0.0 0.0
H -3.867 -5.967 1.187 0.0 0.0 0.0
H -3.561 -5.919 -1.265 0.0 0.0 0.0
H -2.263 -4.121 -2.307 0.0 0.0 0.0
H -1.376 -2.359 -3.632 0.0 0.0 0.0
H -0.775 -0.690 -3.513 0.0 0.0 0.0
H -2.428 -1.080 -2.975 0.0 0.0 0.0
H 0.621 -3.791 -2.015 0.0 0.0 0.0
H 1.472 -2.925 -0.721 0.0 0.0 0.0
H 1.491 -2.279 -2.383 0.0 0.0 0.0
C -0.872 3.620 -0.460 0.0 0.1 0.0
C -2.005 4.649 -0.345 0.1 -0.1 -0.2
As -2.034 5.680 -2.058 -0.1 -0.1 0.1
C -2.827 4.185 -3.053 0.1 0.0 0.0
C -4.074 3.649 -2.742 -0.1 0.0 0.0
C -4.569 2.563 -3.448 0.0 0.0 0.0
C -3.819 1.993 -4.472 0.0 0.0 0.0
C -2.579 2.525 -4.795 0.0 0.0 0.0
C -2.093 3.622 -4.091 0.1 -0.1 0.0
C -3.665 6.698 -1.779 0.0 0.0 0.1
C -4.367 7.130 -2.902 0.0 0.0 0.0
C -5.509 7.901 -2.757 0.0 0.0 0.0
C -5.956 8.253 -1.490 0.0 0.0 0.0
C -5.257 7.832 -0.370 0.0 0.0 0.0
C -4.115 7.054 -0.513 0.0 0.0 0.0
P -0.976 2.321 0.801 -0.1 -0.3 0.1
C -0.790 2.997 2.442 0.0 0.1 0.0
C -1.000 2.178 3.553 0.0 0.0 0.0
C -0.861 2.693 4.829 0.0 0.0 0.0
C -0.485 4.020 5.003 0.0 0.0 0.0
C -0.246 4.829 3.903 0.0 0.0 0.0
C -0.396 4.322 2.621 0.0 -0.1 0.1
C -2.607 1.600 0.569 -0.4 0.4 -0.2
C -2.841 1.032 -0.702 -0.2 0.0 0.1
C -4.029 0.323 -0.934 0.2 0.1 -0.1
C -4.986 0.243 0.049 -0.1 0.0 0.2
C -4.782 0.870 1.285 -0.1 -0.1 -0.1
C -3.602 1.519 1.559 0.2 -0.1 -0.1
H 0.120 4.079 -0.456 0.0 0.0 0.1
H -0.952 3.075 -1.406 0.0 0.0 0.0
H -1.865 5.296 0.518 0.0 0.1 -0.1
H -2.970 4.151 -0.239 0.0 0.0 0.0
H -4.680 4.101 -1.963 0.0 0.0 0.0
H -5.552 2.173 -3.217 0.0 0.0 0.0
H -4.218 1.162 -5.039 0.0 0.0 0.0
H -2.005 2.108 -5.613 0.0 0.0 0.0
H -1.143 4.063 -4.370 0.1 0.0 0.0
H -4.030 6.865 -3.898 0.0 0.0 0.0
H -6.048 8.233 -3.634 0.0 0.0 0.0
H -6.846 8.857 -1.379 0.0 0.0 0.0
H -5.599 8.109 0.619 0.0 0.0 0.0
H -3.581 6.741 0.376 0.0 0.0 0.0
H -1.264 1.135 3.414 0.0 0.0 0.0
H -1.036 2.062 5.690 0.0 0.0 0.0
H -0.374 4.421 6.001 0.0 0.0 0.0
H 0.060 5.858 4.041 0.0 0.0 0.0
H -0.192 4.961 1.772 0.0 0.0 0.0
H -2.188 1.247 -1.545 0.0 0.0 0.0
H -4.217 -0.099 -1.912 0.0 0.0 0.0
H -5.921 -0.266 -0.142 0.0 0.0 0.0
H -5.567 0.839 2.030 0.0 0.0 0.0
H -3.445 1.982 2.524 0.0 0.0 0.0
C 5.277 0.851 -0.056 0.0 0.2 0.1
C 4.668 -0.290 0.713 0.0 -0.2 0.2
C 5.518 -1.077 1.490 0.0 0.0 -0.1
C 5.052 -2.158 2.219 0.0 0.0 0.0
C 3.707 -2.494 2.181 0.0 0.0 0.0
C 2.844 -1.720 1.425 -0.2 0.0 0.0
C 3.306 -0.626 0.707 0.5 0.2 0.0
Sb 1.957 0.627 -0.295 -1.1 0.2 -0.2
C 2.279 0.663 -2.382 0.0 -0.3 -0.1
C 1.402 1.499 -3.075 0.0 -0.1 0.0
C 1.455 1.591 -4.454 0.0 0.0 0.0
C 2.368 0.815 -5.155 0.0 0.0 0.0
C 3.214 -0.038 -4.472 0.0 0.0 0.0
C 3.194 -0.135 -3.079 0.1 0.0 0.0
C 4.175 -1.066 -2.417 0.1 -0.2 -0.1
C 2.440 2.602 0.287 0.3 0.0 0.3
C 2.674 3.593 -0.662 0.0 0.0 -0.1
C 2.982 4.886 -0.268 0.0 0.0 0.0
C 3.092 5.184 1.082 0.0 0.0 0.0
C 2.892 4.190 2.027 0.0 0.0 0.0
C 2.564 2.889 1.655 0.0 0.0 0.0
C 2.390 1.843 2.724 -0.1 0.0 0.0
H 6.251 0.555 -0.445 0.0 0.0 0.0
H 5.432 1.720 0.588 0.0 0.0 0.0
H 4.682 1.183 -0.907 -0.1 0.0 0.1
H 6.574 -0.836 1.511 0.0 0.0 0.0
H 5.744 -2.747 2.807 0.0 0.0 0.0
H 3.334 -3.344 2.736 0.0 0.0 0.0
H 1.793 -1.971 1.402 -0.1 0.1 0.0
H 0.662 2.074 -2.532 -0.1 0.1 0.0
H 0.786 2.254 -4.977 -0.1 0.1 -0.1
H 2.419 0.872 -6.234 0.0 0.0 0.0
H 3.920 -0.644 -5.026 0.0 0.0 0.0
H 4.521 -1.815 -3.128 0.0 0.0 0.0
H 3.753 -1.592 -1.562 0.0 0.0 -0.1
H 5.055 -0.529 -2.059 -0.1 -0.1 -0.2
H 2.630 3.365 -1.721 0.0 0.0 0.0
H 3.155 5.649 -1.015 0.0 0.0 0.0
H 3.353 6.185 1.398 0.0 0.0 0.0
H 2.994 4.423 3.080 0.0 0.0 0.0
H 2.215 2.310 3.692 0.0 0.0 0.0
H 3.272 1.206 2.814 0.0 0.0 0.0
H 1.533 1.190 2.522 0.0 0.0 0.0
```
Forces are in eV/Å.

highest occupied orbital energy: -0.4537 Eh
net charge: +2
frontier orbital gap: 0.2300 Eh
lowest unoccupied orbital energy: -6.1 eV
energy above the lowest of the compared OMol25 structures with the same formula, charge and spin: 13.0 kcal per mole